No. 1
81
Properties=species:S:1:pos:R:3 method="wB97M-V/def2-TZVPD" total_charge=+2 largest_force_ev_per_a=1.0 e_lumo_ev=-6.0721 e_homo_ev=-14.090 total_energy_ha=-3391.33987 de_lowest_kj_mol=30.0 orbital_gap_ev=8.02
Sc 1.069 -0.675 -0.816
C 0.273 -3.096 1.340
O -0.156 -2.375 0.161
C -0.871 -3.191 -0.777
C 0.111 -3.591 -1.837
O 0.774 -2.369 -2.234
C 0.655 -1.926 -3.593
C -0.518 -0.989 -3.634
O -0.350 -0.098 -2.511
C -1.309 0.985 -2.604
H 0.975 -3.883 1.070
H -0.608 -3.509 1.831
H 0.758 -2.390 2.002
H -1.682 -2.579 -1.173
H -1.314 -4.051 -0.273
H -0.366 -4.056 -2.700
H 0.884 -4.261 -1.462
H 0.540 -2.776 -4.265
H 1.591 -1.421 -3.829
H -1.475 -1.507 -3.522
H -0.537 -0.412 -4.561
H -1.101 1.566 -3.501
H -1.231 1.609 -1.723
H -2.311 0.561 -2.661
C 1.599 2.642 -3.386
C 2.284 2.284 -2.100
C 3.675 2.297 -2.019
C 4.332 2.022 -0.831
C 3.615 1.713 0.318
C 2.229 1.698 0.264
C 1.567 1.980 -0.938
H 1.545 1.785 -4.063
H 2.149 3.422 -3.910
H 0.590 3.013 -3.211
H 4.254 2.547 -2.899
H 5.413 2.050 -0.798
H 4.126 1.505 1.248
H 1.667 1.544 1.179
H 0.492 2.119 -0.920
C -4.861 -2.483 1.453
C -4.049 -2.257 2.553
C -2.939 -1.426 2.445
C -2.639 -0.822 1.228
C -3.457 -1.059 0.123
C -4.568 -1.883 0.235
Sb -0.943 0.388 1.041
C -0.145 0.513 2.970
C -0.927 1.081 3.978
C -0.426 1.198 5.266
C 0.860 0.763 5.554
C 1.653 0.217 4.554
C 1.151 0.093 3.266
C -1.712 2.331 0.802
C -2.993 2.547 0.297
C -3.465 3.842 0.125
C -2.664 4.923 0.464
C -1.395 4.715 0.985
C -0.919 3.423 1.157
H -5.728 -3.124 1.546
H -4.283 -2.718 3.503
H -2.320 -1.252 3.318
H -3.249 -0.595 -0.835
H -5.209 -2.052 -0.620
H -1.927 1.442 3.764
H -1.037 1.634 6.044
H 1.250 0.860 6.558
H 2.661 -0.106 4.777
H 1.805 -0.314 2.499
H -3.646 1.717 0.055
H -4.464 4.005 -0.257
H -3.035 5.932 0.335
H -0.782 5.560 1.270
H 0.063 3.282 1.592
F 4.506 -3.874 -0.391
C 4.162 -3.132 -1.426
F 3.180 -3.728 -2.094
F 5.184 -2.936 -2.230
S 3.656 -1.476 -0.753
O 2.508 -1.738 0.206
O 4.849 -0.969 -0.193
O 2.960 -0.710 -1.827

***

No. 2
84
Properties=species:S:1:pos:R:3 method="wB97M-V/def2-TZVPD" total_charge=+1 largest_force_ev_per_a=0.6 e_lumo_ev=-3.0753 e_homo_ev=-8.652 total_energy_ha=-2821.17952 de_lowest_kj_mol=0.0 orbital_gap_ev=5.58
Mg -0.431 -2.978 1.121
I 2.222 -5.382 -5.456
C 1.383 -4.327 -3.869
C 0.122 -3.773 -3.996
C -0.426 -3.076 -2.928
I -2.335 -2.257 -3.118
C 0.249 -2.899 -1.704
O -0.280 -2.268 -0.703
C 1.544 -3.480 -1.615
C 2.335 -3.259 -0.356
N 1.656 -3.779 0.843
C 1.694 -5.222 0.972
C 0.798 -5.690 2.095
C 0.882 -6.993 2.575
C 0.045 -7.387 3.602
C -0.842 -6.462 4.138
C -0.857 -5.189 3.602
N -0.069 -4.809 2.594
C 2.086 -4.177 -2.679
H -0.439 -3.883 -4.914
H 2.464 -2.190 -0.180
H 3.332 -3.703 -0.467
H 2.063 -3.324 1.659
H 2.708 -5.608 1.145
H 1.355 -5.661 0.027
H 1.602 -7.678 2.146
H 0.090 -8.396 3.990
H -1.501 -6.716 4.956
H -1.517 -4.427 4.000
H 3.077 -4.604 -2.579
N -2.500 -2.560 1.771
C -3.463 -3.127 0.819
C -3.120 -4.582 0.542
N -1.746 -4.670 0.031
H -2.747 -2.792 2.725
H -2.437 -1.543 1.713
H -3.383 -2.560 -0.111
H -4.497 -3.051 1.167
H -3.856 -5.002 -0.150
H -3.175 -5.159 1.470
H -1.702 -4.263 -0.900
H -1.463 -5.639 -0.064
F -2.963 4.252 -1.374
C -1.817 3.879 -0.750
C -1.751 2.668 -0.123
C -0.556 2.259 0.467
C -0.513 0.910 1.100
O -1.540 0.242 1.130
C 0.801 0.531 1.582
C 1.824 1.416 1.490
N 1.746 2.679 0.995
C 2.925 3.505 0.933
C 2.990 4.741 1.785
C 3.833 3.545 2.119
C 0.560 3.103 0.419
C 0.461 4.350 -0.213
C -0.723 4.744 -0.803
N -0.769 6.000 -1.487
C -0.420 5.931 -2.894
C -0.040 7.311 -3.392
N -1.188 8.254 -3.127
C -1.580 8.264 -1.669
C -1.925 6.845 -1.266
C 1.166 -0.840 2.121
O 2.362 -1.136 2.177
O 0.192 -1.609 2.391
H -2.600 1.998 -0.095
H 2.802 1.101 1.829
H 3.384 3.548 -0.049
H 2.140 4.934 2.425
H 3.470 5.617 1.370
H 3.546 2.971 2.988
H 4.896 3.584 1.929
H 1.304 5.026 -0.237
H -1.245 5.529 -3.507
H 0.433 5.268 -3.030
H 0.161 7.330 -4.461
H 0.813 7.706 -2.843
H -1.995 7.952 -3.679
H -0.953 9.196 -3.441
H -2.422 8.946 -1.563
H -0.719 8.640 -1.120
H -2.813 6.516 -1.828
H -2.195 6.836 -0.211

***

No. 3
78
Properties=species:S:1:pos:R:3 method="wB97M-V/def2-TZVPD" total_charge=+1 largest_force_ev_per_a=1.5 e_lumo_ev="-3.5454 / -3.5752" e_homo_ev="-10.116 / -10.075" total_energy_ha=-2333.12408 de_lowest_kj_mol=42.3 spin_multiplicity=2 orbital_gap_ev="6.57 / 6.50"
Ir 0.338 -0.396 -0.332
S 5.473 5.118 -0.346
N 5.644 3.516 -0.395
C 4.426 3.004 -0.461
C 4.107 1.590 -0.511
C 5.079 0.591 -0.494
C 4.676 -0.723 -0.526
C 3.316 -1.019 -0.558
N 2.379 -0.071 -0.562
C 2.760 1.230 -0.554
C 1.703 2.245 -0.561
N 0.432 1.796 -0.597
C -0.552 2.689 -0.596
C -0.332 4.063 -0.554
C 0.962 4.531 -0.511
C 2.006 3.607 -0.518
C 3.405 3.985 -0.462
N 3.866 5.224 -0.398
H 6.124 0.868 -0.453
H 5.393 -1.532 -0.527
H 2.958 -2.038 -0.579
H -1.557 2.294 -0.637
H -1.174 4.739 -0.559
H 1.188 5.588 -0.476
C -4.632 0.509 1.542
C -4.455 0.375 0.034
C -4.725 1.694 -0.677
Sb -2.529 -0.530 -0.424
C -2.758 -0.634 -2.585
C -1.850 -1.685 -3.193
C -2.405 0.730 -3.175
C -3.123 -2.416 0.488
C -2.821 -3.658 -0.337
C -2.486 -2.458 1.872
H -5.640 0.869 1.767
H -3.926 1.229 1.960
H -4.500 -0.439 2.063
H -5.126 -0.395 -0.354
H -4.003 2.462 -0.389
H -5.716 2.063 -0.398
H -4.713 1.590 -1.760
H -3.809 -0.876 -2.769
H -0.814 -1.460 -2.931
H -1.921 -1.663 -4.285
H -2.067 -2.696 -2.856
H -1.335 0.924 -3.050
H -2.953 1.560 -2.731
H -2.610 0.740 -4.249
H -4.206 -2.312 0.594
H -1.758 -3.753 -0.555
H -3.374 -3.667 -1.278
H -3.117 -4.549 0.225
H -1.404 -2.451 1.802
H -2.787 -3.369 2.397
H -2.780 -1.606 2.490
C 1.208 -5.180 0.076
C 1.113 -4.599 -1.179
C 0.865 -3.236 -1.310
C 0.677 -2.409 -0.196
C 0.841 -3.015 1.059
C 1.093 -4.374 1.200
H 1.391 -6.242 0.176
H 1.229 -5.208 -2.067
H 0.838 -2.822 -2.310
H 0.762 -2.408 1.954
H 1.197 -4.805 2.188
O 0.239 0.077 1.933
N 1.214 0.835 2.369
C 2.428 0.293 2.600
C 3.481 1.082 3.008
C 3.290 2.444 3.195
C 2.024 2.971 2.990
C 0.997 2.148 2.581
H 2.484 -0.772 2.429
H 4.442 0.620 3.183
H 4.109 3.080 3.503
H 1.819 4.020 3.151
H -0.016 2.471 2.396